{
  "formula": "C27H36N2O3",
  "method": "ωB97M-V/def2-TZVPD",
  "species": ["C", "O", "C", "C", "C", "C", "C", "C", "N", "C", "O", "C", "C", "C", "C", "O", "C", "C", "C", "N", "C", "C", "C", "C", "C", "C", "C", "C", "C", "C", "C", "C", "H", "H", "H", "H", "H", "H", "H", "H", "H", "H", "H", "H", "H", "H", "H", "H", "H", "H", "H", "H", "H", "H", "H", "H", "H", "H", "H", "H", "H", "H", "H", "H", "H", "H", "H", "H"],
  "coordinates": [[-8.328, -2.872, 1.431], [-8.111, -2.474, 0.000], [-6.848, -1.853, -0.377], [-6.723, -0.538, 0.133], [-7.693, 0.409, -0.362], [-7.217, 0.893, -2.006], [-5.933, 1.347, -2.036], [-5.012, 0.273, -1.464], [-5.380, -0.258, -0.204], [-4.605, -0.196, 1.051], [-4.971, -0.665, 2.259], [-3.198, 0.457, 0.650], [-2.126, -0.351, 0.890], [-0.748, 0.070, 0.845], [-0.641, 1.653, 0.549], [0.550, 2.034, 0.516], [1.861, 1.173, 0.606], [2.131, 0.458, -0.610], [3.641, -0.033, -0.578], [4.507, 0.934, -0.195], [5.912, 0.268, -0.490], [6.350, -0.619, 0.644], [7.884, -0.970, 0.278], [8.153, -1.859, -0.719], [9.419, -2.290, -1.130], [10.520, -1.480, -0.449], [10.187, -0.608, 0.379], [8.866, -0.254, 0.738], [4.236, 1.627, 0.812], [2.823, 2.446, 0.944], [-1.799, 2.376, 0.242], [-2.950, 1.597, 0.350], [-8.302, -2.102, 2.076], [-7.579, -3.680, 1.667], [-9.290, -3.240, 1.557], [-7.138, -2.004, -1.336], [-6.178, -2.695, 0.075], [-6.868, -0.510, 1.182], [-8.643, -0.008, -0.292], [-7.707, 1.506, 0.342], [-7.561, -0.108, -2.610], [-8.157, 1.616, -2.220], [-5.646, 1.611, -2.995], [-5.693, 2.209, -1.111], [-3.933, 0.474, -1.532], [-5.081, -0.693, -1.933], [-2.355, -1.345, 1.302], [0.070, -0.461, 0.914], [1.881, 0.531, 1.471], [2.352, 1.120, -1.562], [1.492, -0.359, -0.832], [3.746, -0.844, -1.386], [3.384, -0.786, 0.264], [6.024, 0.190, -1.525], [6.441, 1.298, -0.416], [6.449, -0.237, 1.697], [5.668, -1.406, 0.729], [7.219, -2.427, -0.992], [9.644, -3.034, -1.666], [11.510, -1.731, -0.463], [11.042, 0.110, 0.650], [8.728, 0.826, 1.453], [5.079, 2.534, 0.792], [4.345, 1.000, 1.784], [2.959, 3.154, 0.001], [2.674, 2.971, 1.870], [-1.534, 3.303, -0.017], [-3.798, 2.523, 0.366]],
  "forces_ev_per_a": [[2.739, -2.095, -3.946], [-2.382, -0.520, 2.684], [-2.287, -6.342, 3.867], [0.310, 0.589, 0.084], [1.535, 5.992, -2.052], [-11.077, -3.233, 2.301], [5.128, 2.197, 4.753], [1.140, -1.548, -1.342], [2.659, 2.173, 7.627], [-0.464, -0.253, 0.721], [1.991, 2.549, -6.990], [-3.847, -11.176, 4.733], [5.075, -2.519, 1.400], [-8.665, 6.665, -1.419], [-2.640, -7.684, 0.217], [4.558, 1.899, -0.182], [-1.461, 5.708, 1.712], [3.512, 1.811, -4.611], [-5.955, -5.314, 1.796], [3.615, -5.744, -10.436], [-0.767, 7.297, 4.059], [3.645, 0.247, -0.324], [-4.896, 0.205, 0.178], [-0.405, -4.322, -1.927], [-0.428, 8.412, 6.797], [-2.749, -7.373, -5.614], [-0.200, 8.182, 4.899], [2.841, 5.378, 3.603], [1.129, 7.682, 9.525], [2.226, -3.378, -5.065], [3.102, -5.686, 1.594], [-2.222, 17.167, -2.588], [0.851, 2.982, 2.183], [-0.647, 0.879, 0.044], [-1.853, -1.049, -0.509], [1.122, 0.306, -3.783], [0.222, 2.147, -1.234], [0.506, -0.495, 1.206], [-1.820, -0.519, -0.318], [0.203, -3.222, -2.080], [1.507, 2.382, 1.000], [2.585, -1.166, 0.049], [1.069, 1.039, -1.659], [-1.058, -1.571, -3.056], [-0.671, 0.344, 0.286], [-0.182, -0.114, -2.179], [0.298, 0.147, -0.510], [3.722, -2.872, 0.686], [-0.522, -0.205, 0.493], [-1.873, -0.532, 1.730], [-0.641, -0.575, -0.202], [0.786, 2.207, 0.440], [1.385, 0.148, 0.085], [-0.222, -1.750, -1.460], [0.323, -1.654, 0.270], [-0.549, 0.649, -1.331], [-0.542, -1.951, -0.057], [1.216, 0.359, -0.440], [1.285, -5.560, -4.415], [2.451, -0.761, -1.043], [-1.416, -1.147, 0.425], [0.225, -3.675, -2.046], [-1.727, -2.113, 0.882], [-0.078, 0.941, -0.404], [-1.142, -1.260, 2.063], [-0.086, -0.207, 0.309], [-0.579, 3.921, -1.044], [1.091, -3.018, -0.434]],
  "lowdin_charge": [-0.0306, -0.2166, -0.1702, -0.4350, -0.0582, -0.2069, -0.2406, -0.1816, -0.0269, -0.1353, -0.0316, -0.2812, -0.0177, 0.1065, -0.2618, -0.0181, -0.2285, -0.1417, -0.2572, -0.2350, -0.0979, -0.1043, -0.2834, -0.0638, 0.0496, -0.0895, -0.1721, -0.0703, -0.3240, -0.0182, 0.0127, -0.1590, 0.0351, 0.1084, 0.0557, 0.0992, 0.1783, 0.1260, 0.0720, 0.1889, 0.1564, 0.1400, 0.0932, 0.1931, 0.1315, 0.1267, 0.1206, 0.0128, 0.1400, 0.1704, 0.1046, 0.1612, 0.1282, 0.1084, 0.1415, 0.1268, 0.0805, 0.1329, 0.0158, 0.0787, 0.1400, 0.1988, 0.1754, 0.1361, 0.1522, 0.0991, 0.0730, 0.1871],
  "e_tot_ha": -1385.01852,
  "smiles": "COC[C@@H]1CCCCN1C(=O)c1ccc(OC2CCN(CCc3ccccc3)CC2)cc1",
  "e_homo_ev": -8.2,
  "lumo_energy_ha": 0.022
}